This record from the Open Molecules 2025 dataset describes a cluster of 18 separate species, C36H88N16O36S6 in total in a non-equilibrium geometry. The level of theory is the ωB97M-V functional and the def2-TZVPD basis.

Last column: Mulliken charge in e.
Geometry (Å):
C1 -1.90629 5.31448 -2.33023  0.58
O1 -1.83385 4.22555 -2.83196  -0.72
N1 -2.40229 6.33428 -2.93619  -0.42
N2 -1.56082 5.52793 -1.07457  -0.18
H1 -2.87152 6.20780 -3.82158  0.28
H2 -2.15389 7.21794 -2.51483  0.14
H3 -1.44469 4.71576 -0.48552  -0.16
H4 -1.54604 6.45323 -0.66997  0.15
C2 2.47974 4.08080 -2.47841  0.60
O2 3.69100 3.92045 -2.22391  -0.76
N3 2.02028 4.37915 -3.64135  -0.31
N4 1.60411 4.10101 -1.55538  0.62
H5 2.71729 4.49222 -4.36349  0.29
H6 1.07570 4.12169 -3.88956  0.15
H7 2.04048 4.13311 -0.64507  -0.51
H8 0.70724 4.52203 -1.75146  -0.09
C3 2.03721 -2.12442 -4.66150  0.63
O3 0.84441 -2.51087 -4.78451  -0.91
N5 2.85626 -2.19463 -3.65886  0.15
N6 2.64223 -1.51775 -5.65034  -0.37
H9 3.76334 -1.75322 -3.70832  0.19
H10 2.66112 -2.75625 -2.84239  -0.15
H11 2.06726 -1.18737 -6.41215  0.28
H12 3.52568 -1.04518 -5.52268  0.28
C4 -0.72786 -4.83962 0.86347  0.45
O4 -0.80453 -4.84797 -0.37955  -0.44
N7 -0.30626 -3.92634 1.65999  0.17
N8 -0.97249 -5.89090 1.60957  -0.42
H13 -0.25390 -4.08919 2.65540  0.18
H14 0.01044 -3.05908 1.25053  0.10
H15 -1.40833 -6.65432 1.11225  0.24
H16 -1.09866 -5.72052 2.59707  0.17
C5 6.49151 -0.50750 1.75080  0.75
O5 5.59628 -0.80217 2.56485  -0.66
N9 7.65532 -1.09813 1.73216  -0.42
N10 6.36150 0.22110 0.69703  -0.15
H17 7.82396 -1.88478 2.34277  0.23
H18 8.31761 -0.85389 1.00979  0.11
H19 7.13127 0.56233 0.13925  0.17
H20 5.41900 0.33177 0.35129  0.03
C6 4.65807 0.64837 -3.61579  0.68
O6 4.91201 -0.41951 -4.08900  -0.88
N11 3.54041 1.38565 -3.72657  -0.23
N12 5.40960 1.19184 -2.68279  -0.26
H21 2.74705 0.79371 -3.92732  0.11
H22 3.34336 2.19232 -3.15165  0.28
H23 5.06735 2.03638 -2.24722  0.09
H24 6.32597 0.80536 -2.50670  0.17
C7 -0.79881 0.62082 -4.37289  0.56
O7 0.17846 1.15019 -4.79926  -0.73
N13 -1.16987 -0.62944 -4.47693  -0.02
N14 -1.74106 1.34394 -3.79743  0.03
H25 -0.49775 -1.36947 -4.62078  0.32
H26 -2.02049 -0.94100 -4.03031  -0.03
H27 -1.53825 2.32058 -3.63885  0.10
H28 -2.61601 0.95567 -3.47525  -0.07
C8 -1.16644 -5.88892 -3.63000  0.48
O8 -1.52539 -6.08045 -4.77030  -0.74
N15 -1.65192 -6.55165 -2.58040  -0.21
N16 -0.26791 -5.09718 -3.27328  -0.17
H29 -1.38768 -6.47688 -1.60845  0.21
H30 -2.43186 -7.13156 -2.85519  0.19
H31 -0.07608 -4.86139 -2.31010  0.27
H32 0.09822 -4.69043 -4.12215  0.04
C9 -4.25922 -4.21512 -3.15053  0.74
C10 -3.15922 -3.24362 -2.62670  -0.02
O9 -3.51346 -1.92059 -3.19295  -0.16
S1 -4.82245 -2.00919 -4.22656  1.05
O10 -4.29073 -2.29776 -5.58047  -0.58
O11 -5.81379 -1.00544 -3.93251  -0.57
O12 -5.37008 -3.37175 -3.55328  -0.42
H33 -4.41719 -4.91472 -2.32974  -0.55
H34 -3.78770 -4.88213 -3.87224  0.34
H35 -2.20929 -3.52034 -3.08404  -0.13
H36 -2.92562 -3.30630 -1.56386  0.14
C11 3.07956 1.48427 3.45076  1.12
C12 2.97744 1.50444 4.96977  -0.26
O13 3.53444 2.80793 5.23125  -0.44
S2 4.82804 3.19361 4.33637  1.11
O14 5.97546 2.43803 4.76200  -0.57
O15 4.95010 4.61632 3.96785  -0.49
O16 4.18879 2.25294 3.08576  -0.29
H37 2.18030 1.83481 2.94423  -0.75
H38 3.29892 0.46429 3.13512  -0.10
H39 3.70370 0.85091 5.45304  0.43
H40 1.98381 1.39193 5.40352  0.15
C13 3.79520 -3.63105 1.22797  -0.06
C14 2.98028 -3.48466 -0.11010  0.65
O17 3.91370 -2.86233 -0.97038  -0.06
S3 5.40475 -3.56783 -0.75982  1.11
O18 6.46364 -2.61237 -0.96234  -0.50
O19 5.48311 -4.80439 -1.51380  -0.63
O20 5.12606 -3.87358 0.80818  -0.41
H41 3.48968 -4.49126 1.82360  0.30
H42 3.76414 -2.68799 1.77366  0.22
H43 2.10403 -2.83649 -0.12372  -0.78
H44 2.67143 -4.43878 -0.53712  0.26
C15 -2.37456 -2.21524 5.63630  -0.27
C16 -2.15193 -2.28083 4.06161  -0.08
O21 -0.77302 -1.96517 3.94273  0.03
S4 -0.26218 -1.07714 5.14436  1.18
O22 -0.57277 0.34091 4.99476  -0.52
O23 1.10942 -1.41825 5.54323  -0.59
O24 -1.30573 -1.68776 6.24950  -0.40
H45 -2.56781 -3.16432 6.13633  0.25
H46 -3.26134 -1.64425 5.91139  0.20
H47 -2.87773 -1.75683 3.43973  0.05
H48 -2.34243 -3.30616 3.74457  0.24
C17 -4.83173 2.75873 -2.15433  -0.32
C18 -6.15310 2.56447 -1.23959  -0.42
O25 -5.76168 2.20595 0.03370  -0.39
S5 -4.16070 1.88852 0.13229  0.94
O26 -3.86959 0.60257 0.72686  -0.39
O27 -3.48582 3.01639 0.72111  -0.58
O28 -3.92171 1.86686 -1.46694  0.19
H49 -4.46522 3.78370 -2.21087  0.05
H50 -4.98202 2.33181 -3.14591  0.39
H51 -6.84860 1.87082 -1.71208  0.28
H52 -6.66833 3.52376 -1.19084  0.34
C19 -5.95459 0.34514 3.14890  0.08
C20 -6.85511 -0.95451 3.38355  -0.07
O29 -6.72195 -1.13176 4.80883  -0.34
S6 -6.43119 0.28650 5.62180  1.07
O30 -5.28244 0.02546 6.49574  -0.54
O31 -7.64020 0.83468 6.20208  -0.55
O32 -5.96857 1.15113 4.32074  -0.30
H53 -6.11049 0.93931 2.24848  0.08
H54 -4.87777 0.19120 3.07912  0.05
H55 -6.40829 -1.75720 2.79692  0.21
H56 -7.89476 -0.93154 3.05690  0.32
C21 -4.25853 -7.10719 0.82577  -0.53
C22 -4.43655 -7.82890 -0.50469  -0.40
C23 -5.73003 -7.14868 -1.07654  -0.40
O33 -5.73489 -5.86974 -0.38192  -0.51
C24 -4.57920 -5.68997 0.45219  0.68
H57 -3.25831 -7.16486 1.25511  0.20
H58 -5.00157 -7.56022 1.48208  0.34
H59 -4.73673 -8.85512 -0.29288  0.42
H60 -3.58858 -7.89370 -1.18648  -0.02
H61 -6.63424 -7.64857 -0.72925  0.33
H62 -5.75360 -6.93183 -2.14449  0.23
H63 -4.80487 -4.99435 1.26045  0.28
H64 -3.92291 -5.15339 -0.23299  -0.62
C25 -0.93451 0.46193 -0.35955  0.52
C26 0.57206 0.66385 -0.33212  0.70
C27 0.99564 -0.43768 0.63807  -0.50
O34 0.25822 -1.61130 0.26282  -0.53
C28 -0.99573 -1.12952 -0.32620  0.06
H65 -1.43627 0.88410 -1.23025  -0.11
H66 -1.51302 1.03871 0.36208  -0.63
H67 0.96435 1.63321 -0.02460  0.07
H68 0.93597 0.49804 -1.34610  -0.22
H69 0.87445 -0.04634 1.64815  -0.36
H70 2.07564 -0.55911 0.72145  0.28
H71 -1.85468 -1.44360 0.26680  0.15
H72 -1.03969 -1.59315 -1.31169  -0.16
C29 5.72423 7.93782 0.46863  -0.81
C30 4.35234 7.22999 0.42679  -0.56
C31 4.84070 5.82817 0.04469  0.58
O35 6.25282 5.72433 0.51303  -0.41
C32 6.73659 6.94407 1.03752  -0.41
H73 5.64096 8.77329 1.16373  0.41
H74 6.04518 8.31782 -0.50127  0.28
H75 3.57709 7.64765 -0.21557  0.44
H76 3.98090 7.36556 1.44255  0.20
H77 4.78789 5.78513 -1.04317  -0.02
H78 4.20744 5.03361 0.43935  -0.26
H79 7.67643 7.30583 0.62047  0.28
H80 6.72381 7.06701 2.12049  0.28
C33 1.12983 5.05025 3.25957  -0.86
C34 0.08564 4.00048 3.42262  0.04
C35 -0.69537 4.24033 2.10945  -0.18
O36 0.34600 4.49294 1.19601  -0.01
C36 1.55571 4.89685 1.83094  0.43
H81 1.85359 4.96203 4.06981  0.36
H82 0.76498 6.07633 3.21326  0.34
H83 -0.58696 4.06292 4.27809  0.42
H84 0.45486 2.98330 3.55350  -0.24
H85 -1.24229 5.17849 2.01557  0.22
H86 -1.25174 3.39390 1.70682  -0.22
H87 1.86184 5.91308 1.58261  -0.15
H88 2.42143 4.27197 1.61155  -0.01

Calculated values
Charge: 0
Electronic energy in Eh: -7398.2637



This record from the Open Molecules 2025 dataset describes a cluster of 15 separate species, C23H76N8O15 in total in a non-equilibrium geometry. The level of theory is the ωB97M-V functional and the def2-TZVPD basis.

Last column: Mulliken charge in e.
Geometry (Å):
C1 -2.35060 -3.35453 -2.94384  -0.37
C2 -3.56760 -3.11353 -1.98284  0.83
O1 -4.67560 -3.81853 -2.45684  -0.60
H1 -2.05160 -4.42153 -3.04284  0.36
H2 -1.48960 -2.76453 -2.58184  -0.38
H3 -2.56660 -2.87353 -3.93384  0.26
H4 -3.87560 -2.06153 -2.00884  -0.14
H5 -3.24860 -3.21853 -0.93384  -0.29
H6 -5.12060 -3.38653 -3.19584  0.38
C3 -1.26760 2.54647 1.69116  -0.50
C4 -1.64660 1.32047 2.53016  1.16
O2 -1.22360 1.62447 3.85216  -0.45
H7 -0.30660 3.08247 1.94416  0.12
H8 -2.01760 3.31947 1.60816  0.71
H9 -1.09860 2.23047 0.65116  -0.52
H10 -1.17260 0.53847 1.93116  -1.06
H11 -2.78060 1.19447 2.66516  0.44
H12 -1.75460 2.36947 4.09416  0.40
C5 4.18640 1.71747 1.08316  -0.96
C6 3.14640 2.87547 0.90916  -0.15
O3 3.51540 3.87047 1.85916  -0.64
H13 5.25240 1.94347 1.28716  0.44
H14 4.11940 1.02847 0.23716  0.01
H15 3.88340 1.04847 1.85016  0.17
H16 2.14940 2.65847 0.88816  -0.12
H17 3.34040 3.35647 -0.01384  0.97
H18 3.01940 4.68947 1.82716  0.32
C7 -3.88960 -0.88253 1.29716  0.25
C8 -4.56060 -1.99653 1.95216  -1.17
O4 -4.25960 -3.24753 1.40316  -0.45
H19 -2.80160 -0.88553 1.42316  -0.34
H20 -4.25560 0.08147 1.64516  0.73
H21 -4.19860 -0.93853 0.25616  -0.07
H22 -5.66460 -1.87253 2.06816  0.42
H23 -4.08460 -1.95253 2.89316  0.44
H24 -4.79460 -3.92453 1.80916  0.26
C9 0.41240 -4.37753 -0.24484  -1.16
C10 -0.85660 -4.42053 0.58116  -0.02
O5 -1.38660 -3.11453 0.63616  -1.25
H25 0.76640 -5.34653 -0.38884  0.75
H26 1.28040 -3.83853 0.13116  0.00
H27 0.24240 -3.95253 -1.26284  0.01
H28 -0.65560 -4.72453 1.60316  0.29
H29 -1.73060 -5.02453 0.14516  0.38
H30 -2.29460 -3.27653 0.91816  -0.16
C11 2.43640 -3.47253 3.07416  -0.41
C12 2.80140 -3.74353 4.56116  -0.72
O6 4.06540 -3.24753 4.88816  -0.53
H31 1.34340 -3.78453 2.99916  0.13
H32 2.97140 -4.13853 2.41116  0.50
H33 2.50640 -2.53153 2.77416  -0.09
H34 2.89040 -4.82953 4.66916  0.31
H35 2.06740 -3.33953 5.28516  0.36
H36 3.94740 -2.60153 5.64816  0.32
C13 3.62840 -0.93153 -2.18784  -0.95
C14 3.10840 -2.00453 -1.24684  0.21
O7 3.24740 -1.49053 0.10716  -0.59
H37 3.49640 0.08547 -1.83284  0.02
H38 3.33340 -0.98353 -3.23884  0.24
H39 4.66140 -1.19153 -2.23684  0.44
H40 3.69840 -2.88453 -1.20484  0.70
H41 2.05240 -2.18753 -1.41684  -0.61
H42 2.43340 -1.13853 0.41416  0.13
C15 -2.32260 4.51447 -2.89184  -0.83
C16 -1.78660 3.46047 -3.87984  -0.33
O8 -1.09560 2.46347 -3.10284  -0.39
H43 -3.16660 4.14247 -2.25284  0.13
H44 -2.73460 5.32247 -3.48384  0.46
H45 -1.50160 5.02147 -2.38184  0.16
H46 -1.07260 3.99847 -4.59984  0.32
H47 -2.67860 3.04247 -4.41084  0.32
H48 -1.68960 1.76847 -2.82184  0.11
C17 0.94240 4.55847 -1.04484  0.35
O9 -0.10560 4.37947 -0.22384  -0.70
N1 1.89840 5.35047 -0.72784  -0.25
N2 0.91640 4.10147 -2.19284  -0.07
H49 2.03640 5.56547 0.32216  0.21
H50 2.63540 5.69647 -1.43284  0.23
H51 0.05140 3.47947 -2.41284  0.05
H52 1.69340 3.62247 -2.59084  0.25
C18 -0.60260 -1.57753 3.92716  -0.15
O10 -1.98660 -1.60353 4.03516  -0.73
N3 0.01740 -1.85853 2.75216  1.08
N4 0.16140 -1.12453 4.87216  -0.08
H53 -0.53060 -2.42853 2.11116  0.13
H54 1.03940 -1.97953 2.73816  -0.84
H55 -0.31860 -0.68753 5.68416  0.33
H56 1.16640 -1.12353 4.97016  0.11
C19 0.56740 0.18847 -0.33284  0.47
O11 1.03940 1.19847 -1.06584  0.81
N5 1.01440 -0.09053 0.86316  2.22
N6 -0.23660 -0.72253 -0.70584  3.51
H57 1.46640 0.65247 1.29016  -0.68
H58 0.46540 -0.73853 1.52616  -1.15
H59 -0.41960 -0.59953 -1.68484  -0.91
H60 -0.63760 -1.49853 -0.08484  -1.70
C20 -3.36660 1.09447 -1.61284  -0.01
O12 -3.33560 1.62647 -0.34784  -0.68
N7 -4.29460 1.29447 -2.48784  -0.10
N8 -2.38660 0.32747 -1.86884  1.83
H61 -4.97960 1.93047 -2.21684  0.37
H62 -4.21960 0.98547 -3.42484  0.20
H63 -1.72360 0.14847 -1.07284  -1.23
H64 -2.10160 -0.09253 -2.77084  -0.06
C21 2.91440 2.55047 -3.93284  -0.87
O13 3.00740 2.33347 -2.56784  -0.60
H65 3.84740 2.83547 -4.36584  0.34
H66 2.22340 3.25747 -4.27284  0.40
H67 2.50740 1.64247 -4.40384  0.17
H68 2.27440 1.74047 -2.22484  0.19
C22 2.03540 2.37447 4.03516  -0.81
O14 1.86640 1.17947 3.29316  -0.27
H69 1.30040 2.57647 4.85116  0.27
H70 1.74240 3.15447 3.39216  0.18
H71 3.05640 2.57747 4.36716  0.36
H72 0.96840 1.11047 3.04416  -0.19
C23 0.71640 -0.84453 -4.01184  -0.78
O15 -0.58060 -0.85953 -3.61384  -0.76
H73 0.71940 -0.48553 -5.04884  0.52
H74 1.14940 -1.78253 -4.07784  0.50
H75 1.25740 -0.09053 -3.38184  -0.31
H76 -1.17860 -1.37053 -4.19084  0.11

Calculated values
Charge: 0
Relative energy (zero: lowest compared OMol25 entry of this formula, charge and spin) in eV: 2.448
Electronic energy in Eh: -2488.2856



This record from the Open Molecules 2025 dataset describes a cluster of 4 separate species, C2H10O5 in total in a non-equilibrium geometry. The level of theory is the ωB97M-V functional and the def2-TZVPD basis.

Last column: Mulliken charge in e.
Geometry (Å):
C1 0.02631 2.52631 0.49274  -0.60
C2 -0.45137 1.12222 0.11664  0.40
O1 -1.16084 0.40229 0.79621  -0.52
O2 0.01132 0.83723 -1.11332  -0.36
H1 -0.11127 3.20601 -0.48197  0.27
H2 -0.72478 2.99873 1.35906  0.24
H3 1.12232 2.50264 0.74141  0.23
H4 -0.48995 0.37212 -1.76024  0.34
O3 -0.42051 -2.33013 0.76450  -0.56
H5 -0.98262 -2.92279 1.34711  0.31
H6 -0.06176 -1.74155 1.36486  0.28
O4 2.06010 -0.28664 1.33675  -0.63
H7 2.12163 -1.07697 0.86241  0.32
H8 1.50498 0.20232 0.67625  0.31
O5 -1.05472 -1.64476 -2.26471  -0.68
H9 -1.03452 -2.08192 -1.41559  0.33
H10 -0.35433 -2.08510 -2.82213  0.33

Calculated values
Structure (SMILES): CC(=O)O.O.O.O
Charge: 0
Relative energy (zero: lowest compared OMol25 entry of this formula, charge and spin) in eV: 1.623
Electronic energy in Eh: -458.3823



no.,frontier orbital gap (Eh),LUMO energy (Eh)
1,0.3113,-0.0217
2,0.2869,-0.0052
3,0.4041,0.0181